[1]
Below is 5 unconnected molecules or ions with the total composition C15H22FIO15S, with properties calculated with ωB97M-V/def2-TZVPD.

The geometry in ORCA input format:
```
! RIJCOSX wB97M-V def2-TZVPD def2/J DEFGRID3
* xyz 0 1
O -1.44771 -4.65416 -1.83866
S -0.77884 -4.02831 -3.01477
O -1.57643 -2.55549 -3.20349
I -3.05953 -2.39316 -1.84094
O 0.78325 -3.79354 -2.47881
C 1.43368 -2.68235 -3.11166
C 1.95527 -1.64021 -2.06154
C 0.93113 -1.32731 -0.94881
F -0.24121 -0.75017 -1.43170
H 2.33773 -3.08868 -3.61533
H 0.84250 -2.18267 -3.90105
H 2.82658 -2.10832 -1.56704
H 2.24123 -0.69970 -2.56372
H 1.39627 -0.56010 -0.29346
H 0.68413 -2.18534 -0.30116
C -0.37155 2.80548 -4.43872
C -0.11976 3.14710 -2.99580
O 0.95197 2.26975 -2.65143
C 1.59655 1.94479 -3.79539
O 2.63253 1.35978 -3.83553
O 0.91304 2.36532 -4.88314
H -0.71199 3.66004 -5.02057
H -1.08566 1.98740 -4.55744
H 0.21145 4.17984 -2.86075
H -0.98718 2.96772 -2.36330
C -4.08430 -2.38242 3.23436
C -3.73832 -0.99926 2.76114
O -4.34133 -0.94491 1.46619
C -5.34779 -1.85801 1.45315
O -6.15601 -1.95443 0.58686
O -5.31232 -2.64355 2.55634
H -4.21578 -2.43623 4.31363
H -3.34576 -3.12774 2.92910
H -4.17724 -0.22308 3.38745
H -2.66378 -0.83604 2.69485
C -2.86031 2.15737 4.52718
C -1.69951 2.77154 5.26192
O -1.70304 2.06468 6.50088
C -2.32044 0.87586 6.29315
O -2.34425 -0.01431 7.07438
O -2.91005 0.83669 5.06878
H -2.70813 2.12939 3.44891
H -3.80619 2.66190 4.73919
H -0.74526 2.59728 4.75844
H -1.82353 3.84070 5.42468
C 4.63766 0.80102 -1.29058
C 6.10474 1.10293 -1.41861
O 6.64414 0.54485 -0.21930
C 5.78729 -0.41842 0.20569
O 6.02021 -1.18599 1.07964
O 4.62828 -0.38763 -0.50024
H 4.15800 0.63132 -2.25084
H 4.09307 1.58396 -0.75600
H 6.56174 0.60462 -2.27719
H 6.31075 2.17017 -1.47892
*
```

The calculation puts the frontier orbital gap at 8.69 eV. The LUMO energy comes out at -0.71 eV. As for the molecular weight: 620.3 g/mol.

These are the natural (NBO) partial charges, in e, on atoms 1 to 6: number 1, O, carries -0.905; number 2, S, carries 1.726; number 3, O, carries -0.904; number 4, I, carries 0.486; number 5, O, carries -0.701; number 6, C, carries -0.097

[2]
Below is C15H22N2 in the gas phase, with properties calculated with ωB97M-V/def2-TZVPD.

The geometry in ORCA input format:
```
! RIJCOSX wB97M-V def2-TZVPD def2/J DEFGRID3
* xyz 0 1
C 0.47552 -0.97498 -3.18500
C 1.34224 -0.94971 -2.04297
C -0.85595 -0.64014 -3.06511
C 0.84342 -0.84836 -0.76715
N -1.87212 1.73210 -0.21951
N -0.98748 -0.51596 0.78034
C -3.00618 1.02524 0.43876
C -2.41858 -0.24077 1.12711
C -1.53443 1.27488 -1.60594
C -0.63626 -0.96754 -0.59213
C 2.79590 1.16222 1.54356
C -1.42531 -0.25339 -1.70756
C 2.95333 0.31337 0.28558
C -0.19048 -1.07999 1.89910
C 1.39126 0.87994 2.03228
C 1.84956 -0.75385 0.34963
C 1.24308 -0.58522 1.72863
H 0.88486 -1.31357 -4.14882
H 2.41045 -1.00361 -2.16777
H -1.46277 -0.62004 -3.96317
H -1.06429 1.65100 0.39900
H -3.74904 0.81937 -0.32416
H -3.52006 1.63159 1.22305
H -3.01586 -1.11835 0.97027
H -2.54901 -0.06369 2.17248
H -2.37385 1.59043 -2.20192
H -0.61038 1.78061 -1.97482
H -0.90153 -2.03155 -0.67062
H 2.85131 2.26430 1.36924
H 3.55809 0.81341 2.29467
H -2.46918 -0.63455 -1.66001
H 2.79936 0.96032 -0.61407
H 3.93245 -0.14856 0.17769
H -0.54195 -0.71380 2.84322
H -0.25685 -2.15613 1.86099
H 0.64636 1.50075 1.48652
H 1.22386 1.06579 3.10924
H 2.37911 -1.73516 0.36543
H 1.86137 -1.11642 2.45393
*
```

The calculation puts the frontier orbital gap at 8.35 eV. The LUMO energy comes out at 0.72 eV. As for the molecular weight: 230.4 g/mol. The value obtained for the relative energy (zero: lowest compared OMol25 entry of this formula, charge and spin) is 287.5 kJ/mol.

These are the natural (NBO) partial charges, in e, on atoms 1 to 6: number 1, C, carries -0.234; number 2, C, carries -0.249; number 3, C, carries -0.163; number 4, C, carries 0.068; number 5, N, carries -0.635; number 6, N, carries -0.475

[3]
Below is C15H22N2O3 in the gas phase, with properties calculated with ωB97M-V/def2-TZVPD.

The geometry in ORCA input format:
```
! RIJCOSX wB97M-V def2-TZVPD def2/J DEFGRID3
* xyz 0 1
C -1.43451 -0.74452 0.03643
C -0.95068 -1.69282 1.14024
C -2.76175 -0.10155 0.43203
C -3.15054 1.17245 -0.32861
C -3.53323 0.91352 -1.79119
C -4.29886 1.87024 0.39302
C 1.45429 -1.65768 0.30813
C 2.11275 -2.72006 -0.59126
C 2.46364 -0.94732 1.22930
C 2.95542 0.37165 0.68102
C 2.41345 1.57209 1.14960
C 3.92072 0.42535 -0.32785
C 2.82500 2.78909 0.63558
C 4.33677 1.64230 -0.84777
C 3.78604 2.82366 -0.36147
H -0.63585 -1.85666 -1.55997
H -2.26426 -2.15750 -1.19014
H -0.68735 0.04448 -0.06957
H -3.56120 -0.84714 0.35150
H -2.68398 0.16042 1.48257
H -2.24823 1.83763 -0.30835
H -2.73452 0.44185 -2.34753
H -3.83297 1.84886 -2.29064
H -4.40849 0.25857 -1.82645
H -4.57012 2.80942 -0.13358
H -5.18455 1.26687 0.42964
H -4.02344 2.11216 1.45699
H 0.56898 -2.80845 1.86020
H 1.07995 -0.93320 -0.42028
H 3.33214 -1.60883 1.40748
H 1.99022 -0.76642 2.15615
H 1.66734 1.56009 1.95177
H 4.33711 -0.52027 -0.70626
H 2.38054 3.72384 1.03748
H 5.07155 1.65008 -1.64649
H 4.13476 3.78743 -0.78889
H 0.45262 -3.62574 -0.47576
N -1.54813 -1.44315 -1.24763
N 0.31927 -2.24975 1.00522
O -1.66035 -2.04866 2.06603
O 3.27171 -2.65222 -0.94640
O 1.29876 -3.70012 -1.00423
*
```

The calculation puts the frontier orbital gap at 9.89 eV. The LUMO energy comes out at 0.53 eV. As for the molecular weight: 278.4 g/mol. The value obtained for the relative energy (zero: lowest compared OMol25 entry of this formula, charge and spin) is 96.5 kJ/mol.

These are the natural (NBO) partial charges, in e, on atoms 1 to 6: number 1, C, carries -0.151; number 2, C, carries 0.680; number 3, C, carries -0.393; number 4, C, carries -0.209; number 5, C, carries -0.614; number 6, C, carries -0.601

[4]
Below is C15H22N2O4 in the gas phase, with properties calculated with ωB97M-V/def2-TZVPD.

The geometry in ORCA input format:
```
! RIJCOSX wB97M-V def2-TZVPD def2/J DEFGRID3
* xyz 0 1
C 1.27311 0.85751 -1.95554
C 0.66910 0.57094 -0.57699
C 0.66887 2.16944 -2.50883
C 1.40829 2.85807 -3.68149
C 2.86552 3.16713 -3.32865
C 1.30308 2.11626 -5.01576
C -0.01833 -1.22833 0.94381
C -0.15484 -2.74442 0.85597
C -1.32887 -0.61452 1.49481
C -1.64739 -1.05091 2.90849
C -1.18489 -0.32391 4.00049
C -2.36709 -2.23164 3.15102
C -1.43095 -0.72993 5.30338
C -2.62269 -2.65913 4.45667
C -2.15421 -1.90265 5.52206
H 1.94965 -0.36438 -3.44541
H 0.34708 -0.24684 -3.42456
H 2.32283 1.00643 -1.78075
H 0.60338 2.86553 -1.66595
H -0.36902 1.95764 -2.81740
H 0.91723 3.82048 -3.85098
H 3.44657 2.24874 -3.26229
H 2.93624 3.69171 -2.34419
H 3.32338 3.79231 -4.12489
H 0.26285 1.86451 -5.24432
H 1.67892 2.72650 -5.81568
H 1.91503 1.19523 -5.01722
H 0.66267 -1.35371 -1.12929
H 0.80376 -1.01806 1.65330
H -1.18656 0.46135 1.44009
H -2.14580 -0.86770 0.82545
H -0.63102 0.61309 3.85586
H -2.72016 -2.84585 2.27891
H -1.09379 -0.16036 6.15517
H -3.20527 -3.56396 4.61665
H -2.86409 -3.10402 6.80256
H -1.26542 -2.42797 -0.63952
N 1.18366 -0.31674 -2.81976
N 0.28893 -0.71956 -0.37949
O 0.57761 1.44869 0.27568
O 0.34848 -3.52881 1.60975
O -2.39418 -2.25838 6.82028
O -0.97168 -3.16979 -0.14145
*
```

The calculation puts the frontier orbital gap at 8.94 eV. The LUMO energy comes out at 0.52 eV. As for the molecular weight: 294.4 g/mol. The value obtained for the relative energy (zero: lowest compared OMol25 entry of this formula, charge and spin) is 72.9 kJ/mol.

These are the natural (NBO) partial charges, in e, on atoms 1 to 6: number 1, C, carries -0.140; number 2, C, carries 0.680; number 3, C, carries -0.407; number 4, C, carries -0.217; number 5, C, carries -0.612; number 6, C, carries -0.604

[5]
Below is a molecular structure, C15H22N2O4, with properties calculated with ωB97M-V/def2-TZVPD.

The geometry in ORCA input format:
```
! RIJCOSX wB97M-V def2-TZVPD def2/J DEFGRID3
* xyz 0 1
C -2.11847 0.39397 0.81298
C -1.73161 0.98116 -0.65428
C -3.66837 0.11810 0.95868
C -4.05875 -1.18878 0.17868
C -3.86586 -1.34794 -1.30981
C -5.68066 -1.22809 0.62579
C 0.97217 0.91341 -0.36704
C 1.49849 2.09042 0.21935
C 2.00717 0.60473 -1.49894
C 3.17841 -0.04905 -0.80741
C 4.25521 0.87702 -0.45331
C 3.27400 -1.36450 -0.52405
C 5.28757 0.37334 0.29677
C 4.49779 -1.92074 -0.08836
C 5.37159 -1.03389 0.28350
H -1.92784 2.11505 1.67941
H -1.77215 0.83372 2.89448
H -1.68801 -0.66845 0.89550
H -3.41679 -0.25774 2.15542
H -4.46115 1.22733 1.02772
H -3.73683 -2.23545 0.64700
H -2.71826 -2.04576 -1.58836
H -4.67723 -2.13850 -1.61657
H -3.69512 -0.38398 -2.03657
H -6.19670 -1.96620 -0.13653
H -5.77960 -1.53530 1.75743
H -6.14607 -0.25074 0.24469
H -0.32658 1.43508 -2.18856
H 0.77999 0.11144 0.32387
H 1.75350 -0.17986 -2.17197
H 2.16549 1.42078 -2.14155
H 3.98399 1.99713 -0.74773
H 2.25586 -1.85810 -0.48724
H 6.16115 0.96742 0.26332
H 4.85718 -2.96253 0.14319
H 6.84117 -2.32143 0.92611
H 2.68783 2.91344 1.23971
N -1.56176 1.15710 1.89274
N -0.33083 1.03876 -1.22602
O -2.56943 1.57682 -1.31965
O 1.63466 3.13427 -0.40344
O 6.60663 -1.27507 0.84035
O 2.05824 1.93161 1.46067
*
```

The calculation puts the frontier orbital gap at 9.10 eV. The LUMO energy comes out at 0.56 eV. As for the molecular weight: 294.4 g/mol. The value obtained for the relative energy (zero: lowest compared OMol25 entry of this formula, charge and spin) is 946.7 kJ/mol.

These are the natural (NBO) partial charges, in e, on atoms 1 to 6: number 1, C, carries -0.148; number 2, C, carries 0.701; number 3, C, carries -0.398; number 4, C, carries -0.289; number 5, C, carries -0.645; number 6, C, carries -0.621

Calculated max |F|, 2.74, 2.90, 1.52, 1.65, 6.55 eV Å⁻¹ (same order as the records).
Calculated HOMO, -9.40, -7.63, -9.36, -8.43, -8.54 eV (same order as the records).